# 1
Entry from the OMol25 dataset: C7H17NO as an isolated structure (ωB97M-V/def2-TZVPD).

ORCA input file:
```
! RIJCOSX wB97M-V def2-TZVPD def2/J DEFGRID3
* xyz 0 1
C 1.0492 2.6167 -0.0579
C 1.0454 1.2433 0.5957
C 1.2776 0.0488 -0.1673
C 1.0924 -1.1680 0.6920
C 1.5736 -2.4320 -0.0721
C -2.3904 -0.2663 0.1834
C -2.6286 0.9889 -0.4662
H 1.9615 2.4935 -0.8257
H 0.0168 2.5479 -0.6387
H 1.2829 3.4015 0.7076
H 0.2132 1.1848 1.0509
H 1.9109 1.3389 1.3285
H 0.5116 -0.2386 -1.0643
H 2.3180 0.2703 -0.5437
H 0.0903 -1.1428 1.1458
H 1.9906 -0.9172 1.4456
H 2.3843 -2.0492 -0.6937
H 2.0720 -3.2539 0.6424
H 0.8380 -2.9504 -0.8791
H -1.8375 -2.2629 0.0356
H -2.6289 -1.7350 -1.4945
H -2.9368 0.9266 -1.6349
H -1.5761 1.4409 -0.2905
H -3.2822 1.6992 0.0907
N -1.6780 -1.3732 -0.5778
O -2.6699 -0.4116 1.4884
*
```

Results
HOMO in eV: -10.0
Energy above the lowest of the compared OMol25 structures with the same formula, charge and spin in kJ/mol: 559.15

Mulliken atomic charge list, values in e, 2 entries: number 1, C, carries -0.928; number 2, C, carries -1.296

# 2
Entry from the OMol25 dataset: an isolated molecule of C7H17NO2Si (ωB97M-V/def2-TZVPD).

ORCA input file:
```
! RIJCOSX wB97M-V def2-TZVPD def2/J DEFGRID3
* xyz 0 1
C -1.2740 -2.3230 -0.7744
C -0.6520 -1.5756 0.4155
N -0.7132 -0.1917 0.1170
C -1.9476 0.6255 0.3675
C -1.6853 2.0481 -0.0316
C -0.2950 2.4555 0.3523
Si 0.7128 0.7326 -0.0107
C 1.5997 0.3848 1.6629
O 2.4491 -0.8003 1.7010
O 1.5593 0.6058 -1.3462
C 1.9387 -0.5032 -2.1395
H -2.3142 -2.1946 -0.6195
H -0.8681 -1.8720 -1.5813
H -0.9494 -3.3875 -0.6759
H -1.2555 -1.7606 1.4020
H 0.3262 -1.8490 0.4528
H -2.2316 0.5069 1.4755
H -2.6848 0.0667 -0.3374
H -1.9221 2.2035 -1.1040
H -2.3831 2.6889 0.4839
H 0.1779 3.2634 -0.1652
H -0.0220 2.6437 1.3937
H 2.1874 1.2523 1.8162
H 0.8945 0.0313 2.4650
H 3.3649 -0.4745 1.7337
H 2.9769 -0.6206 -2.4702
H 1.3233 -0.4789 -3.0652
H 1.6875 -1.4773 -1.5181
*
```

Results
HOMO in eV: -8.0
Structure (SMILES): CCN1CCC[Si@]1(CO)OC
Energy above the lowest of the compared OMol25 structures with the same formula, charge and spin in kJ/mol: 283.67

Mulliken atomic charge list, values in e, 2 entries: number 1, C, carries -1.455; number 2, C, carries -0.780

# 3
Entry from the OMol25 dataset: a 2-piece molecular cluster, C7H17NO4 overall (ωB97M-V/def2-TZVPD).

ORCA input file:
```
! RIJCOSX wB97M-V def2-TZVPD def2/J DEFGRID3
* xyz 0 1
C -1.6443 2.1883 -0.2034
O -0.2851 2.1888 -0.5411
C 0.3067 0.9491 -0.3204
C 1.8059 1.0336 -0.7959
C 2.7650 0.7295 0.3293
C 2.2761 -0.6718 0.7664
O 2.0521 -1.6006 -0.3380
O 3.2572 -1.6329 -1.0934
C 0.9070 -0.5040 1.5758
O 0.2921 0.6832 1.0760
H -2.2393 1.3274 -0.7161
H -2.2331 3.0903 -0.5753
H -1.6379 2.1839 0.9188
H -0.1481 0.0706 -0.8535
H 1.9199 2.0837 -1.1206
H 1.9571 0.3868 -1.6513
H 2.7621 1.3594 1.1620
H 3.7770 0.6340 -0.0862
H 2.9284 -1.1973 1.4511
H 3.0691 -0.9479 -1.7133
H 0.2487 -1.3693 1.4252
H 0.8376 -0.3048 2.6314
C -3.5149 -1.7337 0.2654
N -2.6950 -1.4268 -0.8487
H -3.7711 -2.7468 0.5245
H -3.0711 -1.3110 1.1535
H -4.5060 -1.2389 0.2333
H -2.9767 -1.7962 -1.7223
H -2.4391 -0.4264 -0.9331
*
```

Results
HOMO in eV: -8.9
Structure (SMILES): CO[C@H]1CC[C@H](OO)CO1.CN
Energy above the lowest of the compared OMol25 structures with the same formula, charge and spin in kJ/mol: 448.53

Mulliken atomic charge list, values in e, 2 entries: number 1, C, carries -0.367; number 2, O, carries -0.420

# 4
Entry from the OMol25 dataset: an isolated molecule of C7H17NO4S (ωB97M-V/def2-TZVPD).

ORCA input file:
```
! RIJCOSX wB97M-V def2-TZVPD def2/J DEFGRID3
* xyz 0 1
C -2.6577 0.9205 1.2041
O -1.8652 1.1829 0.0674
C -1.8335 0.1344 -0.8910
C -0.3923 -0.1097 -1.3723
C 0.3324 -1.0423 -0.3911
O 0.0638 -0.6864 0.9545
S 1.1103 0.2848 1.6352
N 0.8951 1.6790 0.7546
O 0.6731 0.4578 2.9802
O 2.4373 -0.1726 1.3920
C -0.3477 -0.6204 -2.8265
C 1.0899 -0.6947 -3.3387
C -1.0464 -1.9646 -3.0283
H -2.2526 0.0828 1.7810
H -3.6953 0.7093 0.9222
H -2.6300 1.8222 1.8138
H -2.4634 0.4325 -1.7410
H -2.2415 -0.7823 -0.4553
H 0.1115 0.8604 -1.3473
H 1.4148 -1.0052 -0.5337
H -0.0232 -2.0701 -0.4986
H 1.3950 2.4342 1.1935
H -0.0976 1.8783 0.6952
H -0.8794 0.1254 -3.4291
H 1.0938 -0.9027 -4.4062
H 1.6076 0.2458 -3.1704
H 1.6400 -1.4860 -2.8374
H -1.0874 -2.1969 -4.0901
H -2.0635 -1.9414 -2.6476
H -0.5056 -2.7667 -2.5338
*
```

Results
HOMO in eV: -10.2
Structure (SMILES): COC[C@@H](COS(N)(=O)=O)C(C)C
Energy above the lowest of the compared OMol25 structures with the same formula, charge and spin in kJ/mol: 76.45

Mulliken atomic charge list, values in e, 2 entries: number 1, C, carries -0.719; number 2, O, carries -0.472

# 5
Entry from the OMol25 dataset: a 2-piece molecular cluster, C7H17NO4S overall (ωB97M-V/def2-TZVPD).

ORCA input file:
```
! RIJCOSX wB97M-V def2-TZVPD def2/J DEFGRID3
* xyz 0 1
C -1.1498 1.2082 1.7639
C 0.1301 1.8161 -1.6339
C -0.8366 -2.0068 0.8405
C 1.0731 -2.4823 -1.1801
C -2.0791 0.6934 0.6068
C -0.9836 0.7406 -1.6082
C -0.6651 -1.1330 -0.1083
N -1.1879 0.0763 -0.3244
O 1.9071 -0.8540 1.6335
O 2.2366 1.7092 1.4884
O 2.9193 0.1632 -0.3279
O 0.3635 -1.2673 -1.0459
S 1.7861 0.3778 0.5602
H -0.7721 2.1304 1.3220
H -1.6498 1.6262 2.6921
H -0.3405 0.6024 1.9583
H -0.0960 2.5236 -0.7596
H 1.0903 1.4504 -1.7910
H -0.0152 2.5247 -2.5570
H -0.3714 -2.9289 0.6363
H 1.0404 -1.3266 1.6463
H -1.4241 -2.0650 1.7345
H 1.9198 -2.6032 -0.3877
H 1.5107 -2.1008 -2.1174
H 0.6060 -3.4574 -1.3804
H -2.5833 1.6821 0.2784
H -2.7783 -0.0209 0.8033
H -0.9348 -0.1834 -2.3330
H -1.8549 1.3943 -1.8458
H 3.1394 1.7108 1.4363
*
```

Results
HOMO in eV: -8.2
Energy above the lowest of the compared OMol25 structures with the same formula, charge and spin in kJ/mol: 394.63

Mulliken atomic charge list, values in e, 2 entries: number 1, C, carries -0.891; number 2, C, carries -1.151

# 6
Entry from the OMol25 dataset: C7H17NO4STi as an isolated structure (ωB97M-V/def2-TZVPD).

ORCA input file:
```
! RIJCOSX wB97M-V def2-TZVPD def2/J DEFGRID3
* xyz 1 2
C -2.4762 0.6796 -2.9852
O -1.3938 0.1771 -3.6596
C -0.5410 -0.6321 -2.8554
O 0.7736 -0.1914 -2.9768
S 1.1611 1.0470 -1.9327
O -0.0014 1.9166 -1.9074
O 0.9879 0.2526 -0.5577
C 1.9909 -0.7432 -0.2094
C 2.2147 -0.7204 1.2916
C 1.0512 -1.2464 2.1417
C -0.3342 -0.6136 1.9425
C -0.4478 0.9122 2.1395
N 0.6341 1.4497 2.9604
H -3.1901 -0.1989 -2.7934
H -2.9780 1.4290 -3.6046
H -2.1278 1.1779 -2.0231
H -0.8658 -0.5613 -1.8076
H -0.5885 -1.6653 -3.1987
H 2.9223 -0.5219 -0.7368
H 1.6247 -1.7111 -0.5635
H 2.4883 0.2894 1.5992
H 3.0828 -1.3664 1.4602
H 1.3238 -1.1676 3.1965
H 0.9552 -2.3204 1.9432
H -0.7123 -0.8822 0.9496
H -1.0116 -1.0957 2.6558
H -0.4174 1.4175 1.1729
H -1.4387 1.1218 2.5710
H 0.6454 1.0187 3.8767
H 0.5324 2.4475 3.0901
Ti -3.8638 0.3014 -1.1786
*
```

Results
Expectation value of S²: 0.962
HOMO (spin up / spin down) in eV: -11.7 / -11.4

Mulliken atomic charge list, values in e, 2 entries: number 1, C, carries -0.280; number 2, O, carries -0.285